Record 1
Molecular formula: C29H46B3Cl2F13N2O5
Method: DFT, ωB97M-V/def2-TZVPD

Properties
**Multiplicity**: 3
**HOMO-LUMO gap (alpha / beta)**: 9.11 / 9.27 eV

```
100
Properties=species:S:1:pos:R:3:mulliken_spin:R:1
C 3.7722 1.6118 3.9389 -0.001
C 5.1832 2.0515 4.5450 0.000
Cl 6.5329 0.9361 3.9372 0.000
C 5.5128 3.5924 4.3139 0.000
Cl 4.5947 4.7054 5.4399 0.000
B 5.2894 4.0842 2.7703 0.000
O 6.1230 3.5145 1.7501 0.000
B 5.3731 3.3348 0.5406 0.000
O 3.9851 3.6526 0.3567 0.005
B 3.4364 4.3985 1.4558 -0.001
C 1.8124 4.3958 1.5925 -0.001
C 1.2217 5.8456 1.9725 0.000
C -0.3723 5.7895 2.2409 0.000
F -0.8747 6.9965 1.6930 0.000
F -0.8323 4.6386 1.5837 0.000
C -0.5712 5.7245 3.8417 0.000
F -0.0788 6.9716 4.3061 0.000
F 0.3225 4.7633 4.3073 0.000
C -2.0786 5.5768 4.3202 0.000
F -2.3694 6.7380 5.0825 0.000
F -2.9159 5.6931 3.1906 0.000
C -2.4316 4.3538 5.2603 0.000
F -3.6645 4.6768 5.8773 0.000
F -1.5400 4.2345 6.3515 0.000
C -2.5232 2.9225 4.5938 0.000
F -2.8713 2.0269 5.6342 0.000
F -1.3107 2.4297 4.0880 0.000
C -3.6128 2.7149 3.4582 0.000
F -3.8976 1.3328 3.4295 0.000
F -3.1845 3.0292 2.1739 0.000
F -4.8227 3.3486 3.6638 0.000
O 4.3152 5.0680 2.3987 0.000
H 3.3996 0.6377 4.4043 0.000
H 3.8029 1.4443 2.8177 0.001
H 3.0106 2.4123 4.2360 0.000
H 5.1137 1.8913 5.6769 0.000
H 6.6295 3.7577 4.5188 0.000
H 5.9530 2.9029 -0.4034 0.000
H 1.3977 4.0712 0.5754 -0.001
H 1.5405 3.6443 2.4124 0.000
H 1.4027 6.5422 1.0855 0.000
H 1.8011 6.2478 2.8560 0.000
C -0.7355 -0.6755 -2.5063 0.020
C 0.1895 -0.1180 -1.3869 0.025
C -0.1318 1.3725 -1.1142 0.029
C 0.3838 2.3146 -2.1897 -0.021
C 1.8714 2.0882 -2.4329 0.027
C 2.2076 0.6202 -2.7549 0.028
N 1.6186 -0.3369 -1.7690 0.312
O 2.3594 -0.2699 -0.6428 0.594
C 1.7085 0.2953 -4.1827 0.017
C 3.7443 0.4778 -2.8634 -0.012
C -0.2249 -0.9144 -0.1235 -0.011
H -1.3325 0.1084 -2.9799 -0.001
H -0.1823 -1.1974 -3.2876 -0.010
H -1.4360 -1.4248 -2.1284 0.004
H 0.3124 1.6660 -0.1544 -0.001
H -1.2119 1.5023 -0.9978 0.001
H -0.1842 2.1839 -3.1156 0.001
H 0.2196 3.3490 -1.8724 0.001
H 2.2012 2.7384 -3.2502 0.002
H 2.4265 2.4129 -1.5449 -0.003
H 1.8538 -0.7631 -4.4177 -0.008
H 2.2652 0.8689 -4.9290 0.000
H 0.6583 0.5417 -4.3417 0.001
H 4.2605 0.8022 -1.9572 0.000
H 4.1341 1.0944 -3.6777 0.000
H 4.0290 -0.5581 -3.0689 0.002
H 0.0034 -1.9786 -0.2332 0.003
H -1.3007 -0.8212 0.0505 0.000
H 0.2657 -0.5510 0.7830 -0.001
C -1.3981 -7.8137 -2.7081 0.014
C -1.7807 -6.5622 -1.8665 0.023
C -2.9835 -6.8805 -0.9437 0.020
C -4.3122 -6.9554 -1.6773 -0.017
C -4.5440 -5.6927 -2.4983 0.015
C -3.3804 -5.3841 -3.4597 0.026
N -2.0476 -5.4112 -2.7826 0.321
O -1.9337 -4.2779 -2.0605 0.606
C -3.4117 -6.4024 -4.6238 0.015
C -3.6574 -4.0279 -4.1509 -0.013
C -0.5505 -6.3306 -0.9525 -0.008
H -2.1213 -8.6254 -2.5965 0.000
H -1.3011 -7.5912 -3.7712 -0.010
H -0.4213 -8.2159 -2.4274 0.001
H -3.0579 -6.1060 -0.1705 0.001
H -2.8028 -7.8195 -0.4122 0.002
H -4.3458 -7.8436 -2.3154 0.000
H -5.1205 -7.0699 -0.9494 0.002
H -5.4779 -5.7987 -3.0602 0.000
H -4.6967 -4.8508 -1.8131 0.005
H -2.5505 -6.2690 -5.2850 -0.008
H -4.3087 -6.2673 -5.2344 0.000
H -3.4324 -7.4407 -4.2915 0.001
H -3.7940 -3.2132 -3.4364 0.001
H -4.5746 -4.0753 -4.7436 0.000
H -2.8413 -3.7582 -4.8275 0.001
H 0.3352 -6.0687 -1.5387 -0.002
H -0.3190 -7.2377 -0.3871 0.001
H -0.7170 -5.5425 -0.2143 0.001
```

=====

Record 2
Molecular formula: C29H46HfP2
Method: DFT, ωB97M-V/def2-TZVPD

Properties
**Net charge**: +2
**HOMO-LUMO gap**: 6.17 eV

```
78
Properties=species:S:1:pos:R:3:mulliken_charge:R:1
Hf 0.9935 -0.1009 0.0901 -0.681
C -0.5786 -0.7989 2.2403 0.713
C -0.1906 -1.7555 1.2086 1.330
C 1.5184 -1.5907 2.7842 0.142
C 0.4594 -0.7748 3.2166 0.434
C 1.1957 -2.1409 1.4976 0.832
C -1.9755 -0.3811 2.5170 -1.419
H -2.6889 -1.0799 2.0621 0.264
H -2.2086 0.6176 2.1255 0.195
H -2.1662 -0.3643 3.6015 0.488
C 0.3950 -0.0563 4.5153 -2.087
H -0.4718 -0.3776 5.1110 0.432
H 0.2973 1.0256 4.3530 0.322
H 1.2934 -0.2313 5.1200 0.388
C 2.7143 -1.9807 3.5627 -1.572
H 2.7138 -1.5314 4.5629 0.362
H 3.6307 -1.6555 3.0483 0.319
H 2.8002 -3.0753 3.6822 0.366
C 1.8387 -3.3857 0.9920 -1.777
H 1.5431 -4.2083 1.6601 0.501
H 2.9323 -3.3120 1.0234 0.389
H 1.5296 -3.6591 -0.0220 0.327
C -1.1056 -2.6355 0.4289 -1.472
H -1.1480 -3.6246 0.9205 0.450
H -0.7570 -2.7892 -0.6054 0.110
H -2.1304 -2.2451 0.3939 0.486
C -3.6157 2.2496 -0.3086 -0.991
C -4.9071 1.9083 -0.2261 -0.598
C -5.6079 0.8101 -0.9601 -0.949
C -5.4776 0.7852 -2.5005 -0.748
C -4.4100 -0.0999 -3.0475 -0.849
C -3.2949 -0.5525 -2.4424 -0.734
C -2.6907 -0.0107 -1.1923 2.135
C -2.5760 1.5453 -1.1420 0.805
H -6.6753 0.9380 -0.7435 0.486
H -5.3667 1.8015 -2.9169 0.338
H -5.3574 -0.1651 -0.5138 0.297
H -2.5555 1.9439 -2.1743 0.490
H -3.2425 3.1220 0.2471 0.444
H -5.5293 2.4493 0.4919 0.447
H -1.5806 1.8129 -0.7143 -0.497
H -3.1551 -0.4074 -0.2713 0.398
H -2.7669 -1.3992 -2.9155 0.567
H -1.6629 -0.4358 -1.1760 -1.849
H -6.4319 0.4025 -2.8984 0.498
H -4.5656 -0.3823 -4.0967 0.405
P 0.8169 0.9562 -2.0308 1.386
C 0.7736 2.6053 -2.7933 -1.304
C -0.1722 0.0741 -3.3288 -1.573
P 2.4774 -1.2172 -1.4073 1.017
C 2.4782 0.2497 -2.5560 -1.244
C 2.2016 -2.5977 -2.6010 -1.333
C 4.1876 -1.2554 -0.7897 -1.193
H 1.7055 3.1630 -2.6353 0.449
H -0.0574 3.1692 -2.3551 0.324
H 0.5958 2.5091 -3.8753 0.479
H 0.3635 0.0525 -4.2870 0.630
H -1.1278 0.5836 -3.4750 0.454
H -0.3876 -0.9575 -3.0363 0.106
H 4.8219 -0.6299 -1.4279 0.455
H 4.5273 -2.2955 -0.7925 0.447
H 4.2557 -0.8816 0.2421 0.272
H 3.3257 0.9415 -2.3988 0.536
H 2.4277 -0.0534 -3.6196 0.500
H 2.4163 -3.5486 -2.0875 0.510
H 2.8399 -2.5167 -3.5025 0.495
H 1.1481 -2.6215 -2.9445 0.329
C 3.5063 3.6931 2.1084 -0.471
C 4.0435 2.4216 2.3450 -0.867
C 3.2948 1.2697 2.0347 0.027
C 2.0364 1.4018 1.4184 0.657
C 1.4211 2.6713 1.4206 -0.262
C 2.1863 3.8252 1.6790 -0.712
H 4.1100 4.5929 2.2706 0.415
H 5.0566 2.3243 2.7395 0.439
H 3.6889 0.2880 2.3065 0.216
H 0.3394 2.7617 1.2596 0.446
H 1.7341 4.8167 1.5306 0.435
```

=====

Record 3
Molecular formula: C29H46P2ScSe
Method: DFT, ωB97M-V/def2-TZVPD

Properties
**Net charge**: +1
**HOMO-LUMO gap**: 6.42 eV

```
79
Properties=species:S:1:pos:R:3:mulliken_charge:R:1
Sc 1.1588 1.2072 -1.2619 -1.031
C -0.6696 0.5212 0.2969 0.431
C -0.4454 1.9415 0.3595 0.733
C -1.4453 1.4413 -1.6723 0.517
C -1.3278 0.2336 -0.9370 1.165
C -0.9121 2.5027 -0.8793 0.290
C -0.5722 -0.3989 1.4578 -1.524
H 0.2113 -0.0670 2.1456 0.259
H -0.3425 -1.4174 1.1232 0.451
H -1.5087 -0.4364 2.0371 0.333
C -1.9618 -1.0616 -1.2811 -1.750
H -2.3549 -1.5332 -0.3729 0.461
H -1.2566 -1.7481 -1.7665 0.101
H -2.8075 -0.9303 -1.9628 0.429
C -2.1989 1.6226 -2.9359 -1.318
H -2.9445 0.8301 -3.0546 0.350
H -1.5478 1.6029 -3.8222 0.090
H -2.7299 2.5809 -2.9199 0.410
C -1.0776 3.9494 -1.1780 -1.515
H -2.1499 4.1764 -1.2757 0.542
H -0.5885 4.2433 -2.1194 0.300
H -0.6848 4.5533 -0.3522 0.329
C -0.1369 2.7167 1.5925 -1.536
H -1.0699 3.0402 2.0880 0.302
H 0.4611 3.6165 1.3908 0.306
H 0.4103 2.0948 2.3083 0.256
C 4.1502 -3.2526 2.0051 -0.457
C 4.8913 -3.2613 3.1188 -0.576
C 5.6322 -2.1148 3.7194 -0.756
C 5.7368 -0.7918 2.8978 -0.530
C 4.6438 0.2069 3.1092 -0.462
C 3.3447 -0.1344 3.0635 -0.682
C 2.7304 -1.0850 2.0558 1.436
C 3.6672 -2.0151 1.2626 0.226
H 6.6873 -2.4241 3.8428 0.426
H 5.7935 -1.0811 1.8453 -0.037
H 5.2372 -1.8900 4.7243 0.336
H 4.4995 -1.4469 0.8275 -0.859
H 3.8045 -4.1982 1.5429 0.335
H 5.0207 -4.2034 3.6571 0.390
H 3.1185 -2.4017 0.3889 0.487
H 1.9415 -1.6951 2.5307 0.598
H 2.6226 0.4602 3.6436 0.397
H 2.2564 -0.4461 1.2834 -1.209
H 6.7014 -0.3107 3.0993 0.521
H 4.9764 1.2449 3.3369 0.469
P 3.6529 1.1488 -1.0660 1.575
C 4.9231 -0.0835 -1.4839 -1.325
C 4.9564 2.1809 -0.2616 -1.547
P 2.0974 3.3283 -1.8021 1.811
C 3.4936 2.2738 -2.5370 -1.397
C 2.6317 4.3772 -0.3600 -1.890
C 2.1592 4.5912 -3.0815 -1.471
H 4.5133 -0.9222 -2.0502 0.296
H 5.3862 -0.4525 -0.5630 0.326
H 5.7037 0.4052 -2.0730 0.554
H 5.8304 2.1278 -0.9244 0.485
H 5.2159 1.7661 0.7183 0.167
H 4.7256 3.2406 -0.1422 0.440
H 2.9151 4.2307 -3.7925 0.437
H 2.4269 5.5541 -2.6369 0.480
H 1.1515 4.6151 -3.5117 0.391
H 3.2382 1.7505 -3.4886 0.313
H 4.3851 2.9027 -2.6798 0.712
H 1.7808 5.0300 -0.1139 0.491
H 3.4655 5.0223 -0.6708 0.572
H 2.9044 3.8448 0.5673 0.373
Se 0.9530 0.3888 -3.7924 -0.244
C 0.0786 -1.2631 -4.0738 0.422
C -1.1821 -1.3529 -4.7127 -0.525
C -1.9036 -2.5432 -4.6341 -0.541
C -1.3387 -3.6749 -4.0442 -0.455
C -0.0386 -3.6179 -3.5277 -0.460
C 0.6758 -2.4312 -3.5691 -0.421
H -1.6090 -0.4685 -5.1744 0.485
H -2.9336 -2.5674 -4.9871 0.403
H -1.9211 -4.5921 -3.9467 0.362
H 0.4043 -4.4877 -3.0437 0.376
H 1.6738 -2.3541 -3.1311 0.371
```

=====

Record 4
Molecular formula: C29H46P2SeY
Method: DFT, ωB97M-V/def2-TZVPD

Properties
**Net charge**: +1
**HOMO-LUMO gap**: 7.17 eV

```
79
Properties=species:S:1:pos:R:3:mulliken_charge:R:1
Y -0.0615 -1.6444 0.6243 0.394
C 0.2655 -2.0468 3.2530 0.652
C -1.0839 -1.6131 3.0217 1.275
C -0.7596 -3.5917 1.8641 0.832
C 0.4688 -3.2496 2.5119 0.639
C -1.7220 -2.5680 2.1547 -0.201
C 1.1455 -1.5494 4.3355 -1.958
H 1.0299 -0.4697 4.5160 0.408
H 2.1982 -1.7320 4.1160 0.475
H 0.9367 -2.0483 5.2984 0.312
C 1.6622 -4.1254 2.5770 -1.243
H 2.5013 -3.6365 3.0818 0.353
H 2.0041 -4.4087 1.5705 -0.017
H 1.4532 -5.0615 3.1197 0.307
C -0.9981 -4.8150 1.0613 -1.251
H -1.1984 -5.6765 1.7047 0.376
H -0.1260 -5.0710 0.4415 0.141
H -1.8525 -4.6987 0.3888 0.307
C -3.1154 -2.5125 1.6516 -1.830
H -3.7717 -3.1341 2.2738 0.392
H -3.1970 -2.8916 0.6308 0.374
H -3.5305 -1.4961 1.6685 0.387
C -1.8000 -0.5396 3.7769 -1.614
H -2.4413 -0.9777 4.5602 0.373
H -2.4495 0.0529 3.1202 0.308
H -1.1041 0.1464 4.2757 0.389
C 1.9186 0.5478 0.2731 -0.718
C 1.5454 0.8550 1.5454 -0.265
C 0.4817 1.8222 1.9370 -0.733
C -0.7150 2.0918 0.9992 0.451
C -1.3883 0.9141 0.3699 -0.139
C -1.0221 0.4022 -0.8410 -1.018
C 0.1621 0.8435 -1.6616 -0.325
C 1.4691 1.2869 -0.9426 -0.256
H 0.9090 2.8217 2.1417 0.496
H -0.4218 2.8362 0.2274 -1.461
H 0.0890 1.4688 2.9061 0.281
H 1.4263 2.3815 -0.7764 -0.292
H 2.7350 -0.1636 0.1241 0.381
H 2.1037 0.4365 2.3850 0.508
H 2.2631 1.1631 -1.7002 0.591
H 0.4276 -0.0123 -2.3020 0.447
H -1.6476 -0.3576 -1.3321 0.784
H -0.0880 1.6716 -2.3543 0.273
H -1.4653 2.6267 1.6162 0.727
H -2.3149 0.5734 0.8500 0.586
P -0.1683 4.4317 -1.5390 0.824
C 1.4987 4.8566 -2.2095 -1.520
C -0.5113 6.1068 -0.8255 -1.290
P -2.6840 3.8511 -3.1389 0.297
C -1.0577 4.7450 -3.1340 -1.226
C -3.7572 5.3616 -2.9537 -1.212
C -2.8789 3.8445 -4.9841 -1.218
H 1.8138 4.0911 -2.9277 0.376
H 2.2191 4.9013 -1.3830 0.416
H 1.4342 5.8341 -2.7110 0.475
H -0.1786 6.8652 -1.5561 0.427
H 0.0576 6.2177 0.1088 0.385
H -1.5843 6.2313 -0.6196 0.276
H -2.7953 4.8722 -5.3800 0.337
H -3.8782 3.4436 -5.1926 0.404
H -2.1178 3.2004 -5.4343 0.361
H -0.4375 4.4161 -3.9829 0.558
H -1.2433 5.8317 -3.2055 0.561
H -4.7920 5.0344 -3.1332 0.413
H -3.4729 6.1131 -3.7125 0.361
H -3.6774 5.7854 -1.9446 0.292
Se 0.8222 -2.9206 -1.7188 -0.060
C 2.1623 -4.1405 -1.1766 0.102
C 1.8891 -5.5199 -1.3388 -0.341
C 2.8832 -6.4711 -1.1113 -0.648
C 4.1510 -6.0783 -0.6596 -0.425
C 4.4192 -4.7151 -0.4519 -0.623
C 3.4302 -3.7533 -0.6764 -0.142
H 0.9009 -5.8214 -1.6830 0.453
H 2.6667 -7.5244 -1.2954 0.372
H 4.9252 -6.8324 -0.4721 0.387
H 5.4121 -4.4126 -0.1219 0.394
H 3.6275 -2.6962 -0.4990 0.336
```

=====

Record 5
Molecular formula: C29H47AsBrIIrNO4Si2
Method: DFT, ωB97M-V/def2-TZVPD

Properties
**Net charge**: +1
**Multiplicity**: 6
**HOMO-LUMO gap (alpha / beta)**: 8.31 / 5.45 eV

```
87
Properties=species:S:1:pos:R:3:mulliken_spin:R:1
Ir -1.1522 0.4969 -0.0471 2.227
C 5.8146 -3.4640 -0.9459 0.009
C 4.8309 -2.7756 -1.8925 0.043
C 4.1605 -3.8392 -2.7766 0.030
C 5.6145 -1.7897 -2.7780 0.030
C 3.7464 -2.0136 -1.1577 0.072
C 2.7827 -1.2932 -1.9132 0.053
C 1.8346 -0.5825 -1.2644 0.151
Br 0.6449 0.5164 -2.2454 0.094
C 1.7349 -0.5266 0.1893 0.225
O 0.8456 0.1792 0.7377 0.412
C 2.7123 -1.2809 0.9543 0.089
C 3.6644 -1.9761 0.2406 -0.039
C 2.7482 -1.3635 2.4830 0.042
C 1.6085 -0.6355 3.2039 -0.015
C 4.0783 -0.7539 2.9582 0.028
C 2.6799 -2.8457 2.8912 0.020
H 6.5588 -3.9970 -1.5370 0.000
H 5.3203 -4.1968 -0.3057 0.000
H 6.3444 -2.7456 -0.3177 -0.001
H 4.9283 -4.4402 -3.2654 0.003
H 3.5410 -3.3930 -3.5554 -0.001
H 3.5324 -4.5058 -2.1842 -0.001
H 6.3836 -2.3341 -3.3267 0.003
H 6.1033 -1.0232 -2.1745 -0.001
H 4.9753 -1.2937 -3.5085 -0.002
H 2.8191 -1.2860 -2.9933 -0.003
H 4.4017 -2.5278 0.8018 -0.006
H 1.6203 0.4365 3.0158 -0.001
H 1.7383 -0.7939 4.2759 -0.001
H 0.6283 -1.0143 2.9168 0.007
H 4.1457 0.2984 2.6770 -0.004
H 4.9419 -1.2734 2.5422 0.001
H 4.1365 -0.8204 4.0452 0.001
H 1.7586 -3.3046 2.5278 -0.002
H 2.6891 -2.9180 3.9791 0.000
H 3.5212 -3.4266 2.5138 0.001
I 0.4544 -6.1785 -3.0523 0.000
C -0.5564 -4.3774 -2.7443 0.001
C -0.7308 -3.8997 -1.4527 0.013
C -1.4638 -2.7371 -1.2567 0.037
C -2.0123 -2.0549 -2.3376 -0.011
C -1.8140 -2.5402 -3.6242 -0.004
C -1.0838 -3.6990 -3.8347 0.003
C -2.8409 -0.8078 -2.1611 0.007
O -3.4688 -0.3487 -3.0909 0.023
O -2.8626 -0.2912 -0.9488 0.187
H -0.3210 -4.4402 -0.6101 0.000
H -1.6365 -2.3806 -0.2465 -0.001
H -2.2448 -1.9969 -4.4543 -0.001
H -0.9377 -4.0779 -4.8366 0.000
C -2.8814 0.0442 4.0085 0.014
C -2.8290 -0.2752 2.5458 0.005
N -3.9751 -0.3034 1.8539 0.018
O -1.7490 -0.4847 1.9770 0.028
H -3.8884 0.2605 4.3575 0.001
H -2.2375 0.9046 4.1886 0.002
H -2.4730 -0.7945 4.5713 0.002
H -4.8694 -0.2720 2.3111 0.003
H -3.9296 -0.5396 0.8680 -0.001
C -5.4508 3.8433 1.1186 0.026
Si -4.6581 3.1896 -0.4411 0.020
C -4.3386 4.5548 -1.6670 0.036
C -5.5771 1.7634 -1.1686 0.010
As -2.4858 2.5578 0.3319 1.061
Si -1.0410 4.4070 0.6924 -0.023
C 0.3503 3.6808 1.7115 0.004
C -0.4663 5.0258 -0.9680 0.031
C -1.9335 5.7427 1.6385 0.014
H -6.4496 4.2320 0.9051 0.003
H -4.8585 4.6521 1.5504 -0.001
H -5.5486 3.0559 1.8680 -0.002
H -5.2911 4.9849 -1.9874 0.004
H -3.8267 4.1739 -2.5522 0.000
H -3.7380 5.3550 -1.2326 -0.001
H -6.5509 2.1161 -1.5195 0.000
H -5.7433 0.9685 -0.4403 0.001
H -5.0347 1.3301 -2.0109 -0.003
H 0.5980 2.6670 1.3891 0.010
H 0.0603 3.6348 2.7634 0.009
H 1.2567 4.2857 1.6384 0.000
H -0.0201 4.2299 -1.5665 0.000
H 0.2839 5.8079 -0.8267 0.006
H -1.2950 5.4520 -1.5350 -0.001
H -2.3829 5.3535 2.5534 0.005
H -2.7202 6.2069 1.0408 0.000
H -1.2243 6.5257 1.9190 0.001
```